DFT (ωB97M-V/def2-TZVPD) results for an isolated ion of composition C3H12NOSi and charge +1.

## Properties
SMILES	CC[C@@H]([NH3+])[SiH2]O
gap between HOMO and LUMO	11.486	eV
energy above the lowest of the compared OMol25 structures with the same formula, charge and spin	18.5	kcal/mol
total charge	+1
calculated total energy	-14713.96335	eV
HOMO energy	-15.03	eV

Element x y z (Å)
C: -2.108 0.930 -0.032
C: -1.244 -0.277 -0.396
C: 0.113 -0.292 0.606
N: 0.675 -1.648 0.430
Si: 1.466 1.041 0.101
O: 2.393 0.110 -0.876
H: -2.879 1.198 -0.885
H: -2.639 0.700 0.937
H: -1.395 1.898 -0.058
H: -1.806 -1.130 -0.239
H: -0.886 -0.407 -1.498
H: -0.200 -0.231 1.568
H: -0.139 -2.191 -0.055
H: 1.405 -1.687 -0.313
H: 1.058 -2.240 1.228
H: 0.649 2.091 -0.507
H: 2.214 1.645 1.192
H: 3.318 0.490 -1.203